Computed, not measured: C12H11N6O4Pt as an isolated structure, with ωB97M-V/def2-TZVPD.

```
34
Properties=species:S:1:pos:R:3:lowdin_spin:R:1
Pt -0.17 0.18 -0.03 1.466
N -1.66 3.67 -2.06 0.033
C -0.44 3.78 -2.59 0.220
C 0.33 2.71 -2.07 0.148
N -0.44 2.00 -1.26 0.141
C -1.67 2.58 -1.24 0.059
C -2.64 1.95 -0.48 0.059
N -2.27 0.82 0.17 0.138
C -3.35 0.34 0.79 0.148
C -4.44 1.20 0.53 0.220
N -3.97 2.18 -0.25 0.033
H -2.43 4.30 -2.25 0.000
H -0.17 4.57 -3.28 0.008
H 1.36 2.48 -2.29 0.005
H -3.35 -0.56 1.39 0.005
H -5.47 1.15 0.86 0.008
H -4.53 2.95 -0.61 0.000
C 2.28 -0.01 2.88 0.007
C 2.13 -1.05 1.84 0.032
N 1.30 -1.04 0.80 0.063
C 1.50 -2.21 0.08 0.007
C 2.47 -2.93 0.71 0.033
N 2.85 -2.19 1.80 0.014
C 2.98 -4.25 0.28 0.060
O 2.58 -4.83 -0.70 0.031
O 3.95 -4.74 1.03 0.872
C 0.67 -2.40 -1.13 0.013
O 0.76 -3.43 -1.86 0.009
O -0.15 -1.49 -1.40 0.155
H 1.59 0.82 2.69 0.005
H 3.30 0.38 2.88 0.001
H 2.07 -0.42 3.86 0.001
H 3.55 -2.44 2.48 0.003
H 1.45 -4.09 -1.54 0.003
```

Computed properties:
Relative energy (zero: lowest compared OMol25 entry of this formula, charge and spin) ... 0.0 kcal/mol
HOMO-LUMO gap (alpha / beta) ... 0.318 / 0.217 Ha
Spin multiplicity ... 5
Molar mass ... 498.34 g mol⁻¹
Charge ... +3

=====

Computed, not measured: C12H11NO3S in the gas phase, with ωB97M-V/def2-TZVPD.

```
28
Properties=species:S:1:pos:R:3:mulliken_charge:R:1
O 0.09 2.36 1.37 -0.706
C -0.01 1.41 0.58 0.372
C -0.30 1.68 -0.84 0.152
C -0.67 2.96 -1.26 -0.445
C -0.84 3.27 -2.61 -0.713
C -0.78 2.25 -3.56 -0.298
C -0.56 0.93 -3.14 -0.892
C -0.26 0.68 -1.80 1.150
C 0.08 -0.64 -1.32 -0.575
C 0.36 -0.92 0.03 -0.162
N 0.25 0.10 1.00 0.198
C 0.47 -0.20 2.40 -0.653
C -0.09 -1.56 2.85 -0.741
C 0.64 -2.78 2.30 -0.710
S 0.77 -2.67 0.51 1.274
O -0.16 -3.65 -0.08 -0.668
O 2.14 -3.00 0.14 -0.674
H -0.81 3.72 -0.48 0.424
H -1.06 4.26 -2.94 0.423
H -0.89 2.47 -4.63 0.381
H -0.59 0.11 -3.88 0.354
H 0.11 -1.46 -2.05 0.365
H -0.05 0.52 3.03 0.409
H 1.55 -0.06 2.63 0.269
H -1.13 -1.64 2.57 0.331
H 0.00 -1.62 3.96 0.360
H 1.65 -2.82 2.69 0.384
H 0.10 -3.70 2.53 0.392
```

Computed properties:
Relative energy (zero: lowest compared OMol25 entry of this formula, charge and spin) ... 14.7 kcal/mol
HOMO-LUMO gap ... 0.308 Ha
Molar mass ... 249.29 g mol⁻¹

=====

Computed, not measured: C12H12 in the gas phase, with ωB97M-V/def2-TZVPD.

```
24
Properties=species:S:1:pos:R:3:mulliken_charge:R:1
C 4.00 0.33 0.23 -1.372
C 2.56 0.10 -0.17 1.052
C 2.28 -1.23 -0.27 -0.818
C 0.90 -1.60 -0.03 -0.623
C -0.17 -0.61 0.11 0.527
C -1.53 -0.98 0.02 -0.699
C -2.64 -0.17 0.17 0.512
C -4.10 -0.54 0.02 -1.288
C -2.18 1.21 0.05 -0.351
C -0.94 1.63 -0.08 -0.650
C 0.22 0.81 -0.05 0.693
C 1.61 1.08 -0.09 -0.830
H 4.57 0.08 -0.64 0.345
H 4.16 -0.29 1.18 0.320
H 4.37 1.32 0.73 0.327
H 3.12 -1.90 -0.24 0.393
H 0.50 -2.61 0.02 0.317
H -1.57 -1.99 0.04 0.405
H -4.48 -0.11 -1.05 0.245
H -4.63 0.19 0.73 0.348
H -4.37 -1.54 0.33 0.368
H -3.00 1.81 -0.29 0.344
H -0.87 2.72 -0.24 0.299
H 2.15 2.15 0.00 0.137
```

Computed properties:
Relative energy (zero: lowest compared OMol25 entry of this formula, charge and spin) ... 61.0 kcal/mol
HOMO-LUMO gap ... 0.316 Ha
Molar mass ... 156.23 g mol⁻¹

=====

Computed, not measured: a 2-piece molecular cluster, C12H12 overall, with ωB97M-V/def2-TZVPD.

```
24
Properties=species:S:1:pos:R:3:mulliken_charge:R:1
C 2.23 0.69 1.30 -0.514
C 1.32 -0.26 0.79 -0.185
C 1.69 -1.17 -0.24 -0.269
C 2.75 -0.88 -1.10 -0.341
C 3.64 0.15 -0.60 -0.249
C 3.41 0.91 0.51 -0.333
H 1.99 1.43 2.18 0.268
H 0.28 -0.34 1.29 0.474
H 0.99 -1.89 -0.62 0.339
H 2.97 -1.26 -2.21 0.249
H 4.48 0.32 -1.27 0.321
H 4.29 1.49 0.81 0.321
C -1.28 0.50 -0.53 0.386
C -2.38 1.35 -0.72 -0.614
C -3.68 0.80 -0.32 -0.406
C -3.74 -0.43 0.31 -0.276
C -2.61 -1.19 0.50 -0.604
C -1.34 -0.74 0.11 -0.252
H -0.26 1.07 -0.74 0.175
H -2.21 2.40 -0.96 0.360
H -4.54 1.39 -0.64 0.339
H -4.71 -0.91 0.62 0.283
H -2.89 -2.12 1.22 0.142
H -0.41 -1.31 0.31 0.385
```

Computed properties:
Relative energy (zero: lowest compared OMol25 entry of this formula, charge and spin) ... 72.3 kcal/mol
HOMO-LUMO gap ... 0.372 Ha
Molar mass ... 156.23 g mol⁻¹

=====

Computed, not measured: C12H12 in the gas phase, with ωB97M-V/def2-TZVPD.

```
24
Properties=species:S:1:pos:R:3:mulliken_charge:R:1
C 3.31 -2.39 -0.38 -1.264
C 2.10 -1.46 -0.29 0.878
C 2.21 -0.24 -1.12 -0.735
C 1.30 0.69 -1.05 -0.715
C -0.01 0.47 -0.38 0.883
C -0.92 1.49 -0.46 -0.557
C -2.05 1.40 0.18 0.808
C -3.16 2.44 0.28 -1.028
C -2.33 0.20 0.80 -0.492
C -1.36 -0.72 1.00 -0.613
C -0.20 -0.83 0.14 0.457
C 0.86 -1.83 0.30 -0.790
H 4.04 -1.61 0.17 0.317
H 3.51 -2.64 -1.34 0.420
H 3.18 -3.03 0.65 0.267
H 3.34 -0.08 -1.47 0.217
H 1.40 1.63 -1.52 0.370
H -0.63 2.46 -0.79 0.235
H -3.48 2.31 1.42 0.300
H -4.13 2.27 -0.37 0.238
H -2.60 3.60 0.12 0.251
H -3.31 0.20 1.48 0.171
H -1.51 -1.40 1.99 0.203
H 0.42 -2.95 0.67 0.179
```

Computed properties:
Relative energy (zero: lowest compared OMol25 entry of this formula, charge and spin) ... 106.0 kcal/mol
HOMO-LUMO gap ... 0.332 Ha
Molar mass ... 156.23 g mol⁻¹

=====

Computed, not measured: a 2-piece molecular cluster, C12H12 overall, with ωB97M-V/def2-TZVPD.

```
24
Properties=species:S:1:pos:R:3:mulliken_charge:R:1
C 0.09 -2.70 1.63 -0.523
C 0.48 -3.48 0.56 -0.526
C 0.34 -2.96 -0.75 -0.147
C 0.05 -1.66 -0.97 -0.465
C -0.17 -0.88 0.16 0.772
C -0.22 -1.31 1.42 -0.549
H 0.16 -3.36 2.61 0.198
H 0.81 -4.55 0.56 0.307
H 0.50 -3.61 -1.68 0.264
H -0.27 -1.48 -2.02 0.263
H -0.50 0.11 0.04 0.134
H -0.54 -0.62 2.23 0.194
C -0.91 3.26 -0.66 -0.305
C -1.07 2.52 0.55 -0.636
C -0.30 1.38 0.83 0.085
C 0.75 1.09 -0.07 -0.231
C 0.88 1.77 -1.26 -0.736
C 0.11 2.98 -1.51 -0.615
H -1.65 4.11 -0.80 0.291
H -1.40 2.94 1.64 0.177
H -0.35 1.03 1.89 0.357
H 1.22 0.22 0.11 0.704
H 1.71 1.67 -1.83 0.509
H 0.14 3.49 -2.38 0.477
```

Computed properties:
Relative energy (zero: lowest compared OMol25 entry of this formula, charge and spin) ... 146.0 kcal/mol
HOMO-LUMO gap ... 0.337 Ha
Molar mass ... 156.23 g mol⁻¹

=====

Computed, not measured: C12H12BF9N5O10OsS5 as an isolated structure, with ωB97M-V/def2-TZVPD.

```
55
Properties=species:S:1:pos:R:3:lowdin_spin:R:1
Os -0.32 -0.82 -0.56 2.828
C 2.39 2.93 -0.97 0.002
N 2.35 2.49 0.39 0.029
C 2.30 3.30 1.49 0.025
C 2.35 2.49 2.58 0.015
N 2.44 1.20 2.17 0.035
B 2.78 0.00 3.09 0.007
N 1.96 -1.27 2.75 0.016
C 2.43 -2.53 2.90 0.008
C 1.39 -3.40 2.88 0.013
N 0.26 -2.65 2.72 0.013
C -1.09 -3.14 2.66 0.000
C 0.63 -1.36 2.59 0.011
S -0.45 -0.09 2.25 0.238
C 2.42 1.21 0.83 0.019
S 2.42 -0.17 -0.19 0.332
H 1.70 3.77 -1.10 0.000
H 2.07 2.12 -1.63 0.001
H 3.40 3.23 -1.24 0.001
H 2.21 4.37 1.42 0.002
H 2.34 2.73 3.63 0.001
H 2.50 0.33 4.20 0.001
H 3.93 -0.26 2.96 0.001
H 3.48 -2.71 3.01 0.001
H 1.35 -4.46 2.95 0.001
H -1.11 -4.16 3.03 0.000
H -1.45 -3.13 1.63 0.000
H -1.74 -2.50 3.26 0.001
F -0.54 1.89 -5.91 0.002
C -1.12 0.94 -5.17 0.004
F -2.41 1.23 -5.09 0.000
F -1.00 -0.21 -5.84 0.000
S -0.38 0.87 -3.43 0.008
O -1.19 -0.08 -2.73 0.064
O 1.02 0.67 -3.59 -0.001
N -0.72 2.37 -3.02 0.003
S -0.91 2.57 -1.48 0.002
O -0.31 1.51 -0.69 0.021
O -0.59 3.90 -1.06 0.001
C -2.78 2.49 -1.25 0.000
F -3.31 1.39 -1.76 0.000
F -3.13 2.59 0.03 0.000
F -3.33 3.52 -1.89 0.000
F -4.92 -1.99 0.90 0.000
C -4.58 -1.21 -0.15 0.001
F -4.99 0.02 0.14 0.001
F -5.33 -1.64 -1.18 0.000
C -3.04 -1.34 -0.43 0.012
O -2.65 -2.32 -1.02 0.031
O -2.35 -0.41 0.07 0.056
O 1.07 -1.61 -1.80 0.068
S 1.19 -2.93 -1.08 0.019
O 2.43 -3.02 -0.36 0.006
O 0.06 -2.68 -0.02 0.093
O 0.89 -4.06 -1.89 0.005
```

Computed properties:
Relative energy (zero: lowest compared OMol25 entry of this formula, charge and spin) ... 40.1 kcal/mol
HOMO-LUMO gap (alpha / beta) ... 0.251 / 0.220 Ha
Spin multiplicity ... 5
Molar mass ... 918.61 g mol⁻¹
Charge ... -1